Record 1
Computed, not measured: a single C8H15N2OP molecule at a distorted geometry, with ωB97M-V/def2-TZVPD.

The geometry in ORCA input format:
```
! RIJCOSX wB97M-V def2-TZVPD def2/J DEFGRID3
* xyz 0 1
C -3.30464 -1.29425 0.69849
C -2.14917 -0.45396 0.18426
C -2.38321 0.39408 -1.06697
C -0.89190 -0.79232 0.54334
P 0.70254 -0.00135 -0.17154
O 0.73551 0.07716 -1.63008
N 1.90588 -1.03291 0.53297
C 3.28431 -1.03345 0.17287
C 2.35820 -2.07376 -0.30290
N 0.88752 1.39348 0.90430
C 1.66118 2.41743 0.24429
C 0.16531 2.48965 0.31057
H -3.33758 -2.25387 0.09448
H -3.04248 -1.42369 1.68196
H -4.40463 -0.85118 0.56470
H -2.69837 -0.17380 -1.98899
H -1.47528 0.79822 -1.24407
H -3.08543 1.11983 -0.82859
H -0.54392 -1.47209 1.19635
H 3.80493 -1.18578 1.12234
H 3.61955 -0.36335 -0.57846
H 2.13855 -2.10210 -1.27169
H 2.58521 -3.05599 0.33659
H 2.01584 2.33110 -0.79839
H 2.11936 2.97798 0.99369
H -0.20792 3.09792 0.97833
H -0.45935 2.46701 -0.67786
*
```

## Properties
calculated total energy	-839.8056	a.u.
energy above the lowest of the compared OMol25 structures with the same formula, charge and spin	2.660	eV
HOMO	-9.4	eV
HOMO-LUMO gap	10.29	eV
SMILES string	CC(C)=CP(=O)(N1CC1)N1CC1

natural (NBO) atomic charge list, values in e, 2 entries: number 1, C, carries -0.6491; number 2, C, carries 0.1034


Record 2
Computed, not measured: an isolated ion of composition C8H15N3 and charge +2 at a distorted geometry, with ωB97M-V/def2-TZVPD.

The geometry in ORCA input format:
```
! RIJCOSX wB97M-V def2-TZVPD def2/J DEFGRID3
* xyz 2 1
C 4.32012 1.67489 1.50128
C 3.03834 1.30600 1.33114
N 2.02522 2.21618 1.20533
C 0.81234 2.27928 0.75706
N -0.11873 1.38091 0.26775
C -0.01879 0.01741 -0.24226
C 0.80954 -0.36382 -1.21952
C -1.13503 -0.81374 0.36669
C -1.70168 -1.86779 -0.70748
N -3.18586 -2.05582 -0.82334
C -3.81166 -2.29304 -1.88003
H 4.42019 2.76707 1.45102
H 5.01819 0.96488 1.69366
H 2.81693 0.23635 1.39120
H 2.28283 3.07828 1.67153
H 0.26285 3.13861 0.92934
H -1.02655 1.66161 0.42738
H 0.79694 -1.19831 -1.78882
H 1.35799 0.41918 -1.70340
H -1.88389 -0.13719 0.71492
H -0.71408 -1.32031 1.23957
H -1.19307 -1.56444 -1.63515
H -1.32891 -2.87636 -0.40384
H -3.57660 -2.22718 0.10644
H -4.92544 -2.13347 -1.86997
H -3.34119 -2.28919 -2.78053
*
```

## Properties
calculated total energy	-477.3786	a.u.
energy above the lowest of the compared OMol25 structures with the same formula, charge and spin	1.475	eV
HOMO	-16.1	eV
HOMO-LUMO gap	8.26	eV
SMILES string	C=C/[NH+]=C\NC(=C)CC[NH+]=C

natural (NBO) atomic charge list, values in e, 2 entries: number 1, C, carries -0.2640; number 2, C, carries -0.0979


Record 3
Computed, not measured: C8H15NO as an isolated structure at a distorted geometry, with ωB97M-V/def2-TZVPD.

The geometry in ORCA input format:
```
! RIJCOSX wB97M-V def2-TZVPD def2/J DEFGRID3
* xyz 0 1
C -0.84572 1.24353 0.82660
C -1.13416 -0.59321 -1.18650
C 0.26257 1.68940 1.75063
C 1.15202 -1.45002 -2.11092
C 0.01657 -1.74099 1.52335
C -0.25881 0.59735 -0.93043
C 0.29972 -0.98756 -0.95843
C 0.71198 -1.07494 0.38823
O -1.61615 2.32828 0.39308
N 0.36377 1.49008 -1.60246
H -1.01707 3.03605 0.12010
H -1.55356 0.55293 1.27692
H -0.12957 2.38584 -1.60623
H -1.87656 -0.87209 -0.44629
H -1.47725 -0.64604 -2.21551
H 1.77090 -0.88848 0.54179
H 1.10824 2.06102 1.16577
H -0.08790 2.49839 2.39898
H 0.58509 0.88878 2.41347
H 2.21106 -1.30682 -1.89385
H 0.97316 -2.50593 -2.32597
H 0.92207 -0.88246 -3.01208
H -1.05215 -1.85720 1.35256
H 0.45310 -2.73737 1.66854
H 0.21866 -1.22855 2.46863
*
```

## Properties
calculated total energy	-443.6261	a.u.
energy above the lowest of the compared OMol25 structures with the same formula, charge and spin	5.851	eV
HOMO (alpha / beta)	-7.1 / -7.1	eV
HOMO-LUMO gap (alpha / beta)	7.16 / 7.17	eV

natural (NBO) atomic charge list, values in e, 2 entries: number 1, C, carries 0.1044; number 2, C, carries -0.4516


Record 4
Computed, not measured: a single C8H15NO2S2 molecule at a distorted geometry, with ωB97M-V/def2-TZVPD.

The geometry in ORCA input format:
```
! RIJCOSX wB97M-V def2-TZVPD def2/J DEFGRID3
* xyz 0 1
C -2.07566 1.32834 1.41195
C -2.78704 1.68335 0.34262
C -0.76085 0.56636 1.40679
C -0.36962 -0.09678 0.15999
C 3.16325 -0.92876 -0.81301
C 1.21246 1.64949 -0.72517
C 1.98684 -0.64171 0.10935
C 0.85994 0.17027 -0.59756
N -2.59633 -1.75749 -0.35905
O -0.34250 -2.37049 -1.18916
O -0.81719 -2.41707 1.23605
S -2.44447 1.32741 -1.29993
S -0.97486 -1.78938 -0.04646
H -2.40831 1.62228 2.39693
H -3.68794 2.26487 0.48329
H 0.01938 1.27052 1.72419
H -0.87184 -0.22216 2.16372
H 3.66020 -0.01449 -1.12464
H 2.82436 -1.46953 -1.69328
H 3.88668 -1.55797 -0.29588
H 0.35168 2.20723 -1.09012
H 2.02622 1.77298 -1.43054
H 1.51430 2.07670 0.22892
H 1.56607 -1.58900 0.45056
H 2.31460 -0.08378 0.98935
H 0.72887 -0.27399 -1.59144
H -2.82084 -1.32539 -1.24238
H -3.15739 -1.40181 0.39491
*
```

## Properties
calculated total energy	-1315.3365	a.u.
energy above the lowest of the compared OMol25 structures with the same formula, charge and spin	1.541	eV
HOMO (alpha / beta)	-8.5 / -8.3	eV
HOMO-LUMO gap (alpha / beta)	7.15 / 6.22	eV

natural (NBO) atomic charge list, values in e, 2 entries: number 1, C, carries -0.2351; number 2, C, carries -0.3948


Record 5
Computed, not measured: a 2-piece molecular cluster, C8H15NO3S overall at a distorted geometry, with ωB97M-V/def2-TZVPD.

The geometry in ORCA input format:
```
! RIJCOSX wB97M-V def2-TZVPD def2/J DEFGRID3
* xyz 0 1
C 0.59333 -0.75651 -1.26071
C 0.60065 0.73013 -1.16335
C 2.60887 0.88173 0.33111
C 0.19775 -1.56788 0.07656
C 2.60682 -0.61905 0.84520
C 1.12904 1.20463 0.25439
C 1.05967 -0.83709 0.99138
C -4.51894 0.29328 0.30889
N 0.55840 0.38963 1.32444
O -2.45189 -1.33138 0.74240
O -2.40997 0.39140 -1.07517
O -2.10968 0.97816 1.28949
S -2.73016 0.05152 0.31291
H -0.07805 -0.99010 -1.96374
H 1.65065 -1.25785 -1.59968
H 1.24618 0.98581 -2.01463
H -0.34168 1.07547 -1.30426
H 3.26369 1.39661 1.05246
H 3.00271 1.00302 -0.61288
H -0.85290 -1.44842 0.20166
H 0.43554 -2.57806 0.02199
H 3.11541 -1.38302 0.25432
H 2.94095 -0.89205 1.89648
H 1.00206 2.16837 0.55432
H -5.03796 -0.11467 1.10163
H -4.72594 1.26562 0.36489
H -4.95665 -0.30589 -0.52009
H -0.51557 0.33845 1.32307
*
```

## Properties
calculated total energy	-992.3561	a.u.
energy above the lowest of the compared OMol25 structures with the same formula, charge and spin	3.389	eV
HOMO	-9.1	eV
HOMO-LUMO gap	7.91	eV

natural (NBO) atomic charge list, values in e, 2 entries: number 1, C, carries -0.3216; number 2, C, carries -0.4489


Record 6
Computed, not measured: C8H15NO5S as an isolated structure at a distorted geometry, with ωB97M-V/def2-TZVPD.

The geometry in ORCA input format:
```
! RIJCOSX wB97M-V def2-TZVPD def2/J DEFGRID3
* xyz 0 1
C -5.31244 -0.46695 0.07090
C -4.04765 -0.80530 -0.23657
C -2.84891 -0.33391 0.34980
C -0.24089 3.26652 0.25183
C 2.25392 -1.42836 -1.38918
C 2.50106 -1.59473 1.02455
C 2.94875 0.46628 0.08075
C -0.04514 1.76171 -0.20033
N 2.18189 -0.76932 -0.10864
O -0.19739 0.88960 0.73230
O -2.65858 0.33792 1.30647
O -0.17151 -1.74809 0.82872
O -1.87383 -0.63746 -0.49048
O 0.32172 1.44978 -1.35721
S -0.12522 -0.64663 -0.09761
H -6.11135 -0.62873 -0.59814
H -5.58992 0.18492 1.02147
H -4.00749 -1.40433 -1.14215
H -1.14280 3.12220 0.94810
H 0.67176 3.43395 0.71717
H -0.52416 3.78268 -0.69977
H 1.28825 -1.87977 -1.81698
H 2.62622 -0.79865 -2.21260
H 2.96201 -2.25627 -1.23740
H 2.09619 -2.57581 0.72243
H 3.53991 -1.75520 1.22601
H 1.91500 -1.25445 1.90552
H 3.92265 0.30469 -0.42555
H 2.49639 1.38006 -0.26973
H 3.17155 0.60363 1.09630
*
```

## Properties
calculated total energy	-1142.8464	a.u.
energy above the lowest of the compared OMol25 structures with the same formula, charge and spin	2.588	eV
HOMO	-9.1	eV
HOMO-LUMO gap	9.75	eV

natural (NBO) atomic charge list, values in e, 2 entries: number 1, C, carries -0.2759; number 2, C, carries -0.3261